[1]
The following is a quantum chemistry calculation of 5 unconnected molecules or ions with the total composition C17H37FO10S4 at a distorted geometry, from OMol25.

## Properties
Largest force on an atom in eV/A: 3.05
E_HOMO in eV: -8.429
LUMO in eV: 0.4
Energy in eV: -84759.4035
Orbital gap in eV: 8.8234

```
69
C17H37FO10S4, DFT ωB97M-V/def2-TZVPD
S 2.09891 5.20720 -3.71340
S -1.16539 -0.12714 3.41727
S -1.75638 -4.70041 0.80548
S 1.05171 3.93743 4.35414
F 1.11510 0.69861 -0.41949
O -3.07709 -2.12402 -2.97355
O -0.28374 -1.60906 -0.78543
O -1.59513 -1.52300 3.71154
O 0.56953 1.58147 -2.36543
O -2.27279 -3.40336 0.24240
O 1.90642 -4.48268 -0.11122
O 2.22143 -2.35282 -0.88661
O 0.49181 -3.54948 -1.66280
O 1.32344 6.46219 -3.55678
O 1.00841 3.17658 3.07716
C -1.85856 -2.74418 -3.27135
C -4.49793 -1.00708 -1.47599
C 0.37738 -0.22175 2.51666
C -0.45446 0.52969 4.92817
C -0.57675 -1.90287 -3.16740
C 3.83827 5.66524 -3.72718
C 0.74471 5.66117 3.96042
C 1.68976 -1.74200 -2.06614
C -2.90002 -5.17980 2.09415
C 1.55890 -3.54581 -0.81252
C -2.20991 -5.97740 -0.36661
C 0.23560 -2.14607 -1.93800
C 2.13237 4.40478 -2.10783
C 1.18127 0.73788 -1.73170
C -3.06324 -1.31955 -1.81244
C 2.78292 4.14239 4.78477
C 2.06180 -0.30475 -2.34168
H -0.01350 1.49970 4.70548
H -0.28453 5.74677 3.62063
H 1.12399 4.07331 -1.87623
H -1.25262 0.63934 5.65948
H 3.07494 -0.14057 -2.02552
H -0.75342 -0.85440 -3.29129
H -3.27364 -5.90607 -0.59299
H -3.91715 -5.16167 1.70333
H 1.07643 -0.86043 3.05836
H 0.04223 -2.19002 -4.00220
H -2.80228 -4.46304 2.90526
H -1.62746 -5.82220 -1.27213
H 0.17015 -0.64988 1.53912
H -2.58008 -0.37392 -1.99705
H 2.86451 4.79613 5.65269
H 4.45057 4.76354 -3.71730
H 1.99209 -0.15926 -3.39641
H 0.78478 0.78316 2.39871
H -1.93893 -3.05813 -4.29357
H 2.47181 5.11283 -1.35158
H 0.30083 -0.15748 5.31085
H 2.79719 3.54209 -2.14827
H -2.60169 -1.83182 -0.98186
H -2.63992 -6.17754 2.44649
H -4.83265 -0.21254 -2.12212
H 1.42214 5.98093 3.16924
H 3.18420 3.16124 5.02754
H 4.02787 6.22510 -4.63987
H 3.32264 4.56243 3.93648
H 2.12437 -2.32696 -2.86274
H -5.12573 -1.84610 -1.70051
H -4.60305 -0.67750 -0.45907
H -1.71918 -3.62916 -2.66647
H -1.97094 -6.95103 0.05891
H -0.91888 -2.23236 -0.38886
H 4.05950 6.28779 -2.86043
H 0.88706 6.26628 4.85529
```


[2]
The following is a quantum chemistry calculation of 11 unconnected molecules or ions with the total composition C17H37I2N10O23PS at a distorted geometry, from OMol25.

## Properties
SMILES: C[C@@H](I)[C@@H](I)C1=C([PH2]=S)C(=O)OC1=O.C[N+](=O)[O-].C[N+](=O)[O-].C[N+](=O)[O-].C[N+](=O)[O-].C[N+](=O)[O-].C[N+](=O)[O-].C[N+](=O)[O-].C[N+](=O)[O-].C[N+](=O)[O-].C[N+](=O)[O-]
Largest force on an atom in eV/A: 5.65
E_HOMO in eV: -8.709
LUMO in eV: -1.3
Energy in eV: -116516.0050
Orbital gap in eV: 7.4190

```
91
C17H37I2N10O23PS, DFT ωB97M-V/def2-TZVPD
I -1.43108 5.88629 -2.87225
I -5.19805 6.61186 -0.41055
S 0.21432 1.56763 -1.54160
P -1.18911 2.42162 -0.44653
O 0.31478 -9.09046 0.03369
O 2.24404 -4.88482 4.40464
O 1.52820 7.93523 -0.36996
O 2.59475 0.69299 0.87310
O -5.88858 3.98120 -2.44750
O -0.40533 -4.75890 -0.92898
O -2.47598 2.42438 2.64445
O 6.88948 11.16150 -0.01928
O 1.12311 -3.34234 -1.54466
O -1.51646 -14.09260 -1.35734
O -2.89885 6.48584 6.09981
O 0.01181 -12.67578 -1.97116
O 2.38589 7.23851 -2.24400
O -3.54194 -7.72141 -3.49030
O 3.86515 -5.62092 3.15820
O -3.29055 0.67647 -2.72382
O 0.63354 -9.39486 -2.09373
O -3.95667 2.91592 -3.41754
O -2.83266 -5.73506 -2.96449
O 6.28549 9.37377 -1.09685
O -2.95413 5.94770 3.99301
O 3.33802 -0.64195 2.41956
O -1.50229 0.51694 3.01348
N 6.56497 10.56191 -1.02954
N 2.87355 -0.40734 1.31126
N -0.03359 -3.72778 -1.46397
N -2.48173 1.23821 2.94558
N 2.43046 7.85727 -1.19509
N -1.14424 -13.06229 -1.89194
N -2.74143 -6.95365 -2.98010
N -2.79586 5.69535 5.17706
N 3.28158 -4.74491 3.77744
N 0.93691 -9.53212 -0.91824
C -2.19421 -12.20338 -2.50009
C -4.67274 3.70818 -2.43016
C -2.44581 4.29566 5.52158
C 3.88326 -3.38567 3.76992
C 2.17166 -10.30599 -0.62880
C -2.16865 6.33991 -0.84159
C -0.97459 6.41571 0.25409
C 6.50179 11.33894 -2.29510
C -3.79633 0.61764 3.25616
C -1.55398 -7.56081 -2.32193
C -3.37943 5.33896 -0.38386
C -2.73246 2.86338 -1.43389
C 3.68943 8.58458 -0.88400
C -3.54184 4.06220 -1.33015
C 2.62789 -1.57247 0.42233
C -3.34122 1.90530 -2.57271
C -1.08511 -2.86849 -2.06961
H -0.89576 5.49193 0.91871
H 3.15580 -2.70629 3.32989
H -1.58933 1.39489 0.49777
H -3.22766 3.91027 6.17529
H 4.10106 -3.11724 4.80303
H -4.57360 1.37328 3.15560
H -1.77236 -2.58115 -1.27483
H -3.75011 0.24494 4.27886
H -0.61242 -1.99038 -2.50672
H 7.20671 10.88821 -2.99282
H 3.44216 9.64125 -0.78546
H -3.95258 -0.19367 2.54588
H -2.88310 -11.91547 -1.70681
H 3.00284 -9.79150 -1.10978
H -1.01176 -8.12344 -3.07861
H 3.58266 -2.07235 0.26204
H -3.27481 5.01834 0.71516
H -0.64282 3.49136 0.32875
H 2.03463 -11.30660 -1.03812
H 6.77315 12.37213 -2.08621
H -1.58947 -3.45748 -2.83520
H -1.72025 -11.32575 -2.93673
H -1.23323 7.30306 0.95381
H 4.79595 -3.40894 3.17720
H 2.31590 -10.34697 0.44934
H -0.93303 -6.76540 -1.91456
H -0.00604 6.70164 -0.28486
H 5.48015 11.27613 -2.66865
H -2.57874 7.41661 -0.92228
H -2.69690 -12.79209 -3.26655
H -1.48030 4.30991 6.02606
H -2.39251 3.71801 4.60037
H 1.91832 -2.22701 0.92745
H 2.21781 -1.21415 -0.51988
H 4.39430 8.42814 -1.69597
H -1.91552 -8.21227 -1.52758
H 4.08022 8.18085 0.04901
```


Which of these has the lowest E_HOMO? C17H37I2N10O23PS


Among the records above, which one has the lowest E_HOMO? C17H37I2N10O23PS


Look up the orbital gap of the first one. 8.8234 eV